ORCA calculation (ωB97M-V/def2-TZVPD) on C4H7Cl in the gas phase at a distorted geometry.

The calculation puts the total energy at -616.73506 a.u. The energy relative to the best compared isomer or geometry (same formula, charge and spin) comes out at 26.65 kcal per mole. Its SMILES is C/C=C\CCl.

ORCA input file:
```
! wB97M-V def2-TZVPD RIJCOSX def2/J DEFGRID3
* xyz 0 1
C -0.13564 1.89549 1.39127
H 0.99347 -1.79675 0.46401
H 1.33561 2.25605 -0.18781
H -0.23558 -0.79540 1.27835
Cl -0.89710 -1.28886 -1.03517
H -0.83200 2.64159 1.03013
H 0.47148 2.43944 2.26680
C 1.01309 0.21051 -0.11079
C 0.29220 -0.85835 0.33301
C 0.86070 1.47606 0.37164
H -0.41808 0.81106 1.76237
H 1.75371 0.01237 -0.92678
*
```